[1]
Below is 11 unconnected molecules or ions with the total composition C29H86N16O11 at a distorted geometry, with properties calculated with ωB97M-V with the def2-TZVPD basis set.

Its multiplicity is 1. As for the SMILES: COC[C@H](C)N.COC[C@H](C)N.COC[C@H](C)N.COC[C@H](C)N.COC[C@H](C)N.COC[C@H](C)N.NC(N)=O.NC(N)=O.NC(N)=O.NC(N)=O.NC(N)=O. For the HOMO energy, the calculation gives -9.14 eV. The energy above the lowest of the compared OMol25 structures with the same formula, charge and spin is 156.3 kJ/mol. The value obtained for the electronic energy is -2860.3433 Eh. As for the gap between HOMO and LUMO: 9.32 eV.

Structure (XYZ):
```
142
C29H86N16O11 (ωB97M-V with the def2-TZVPD basis set)
C -14.258 -23.789 10.604
O -13.217 -23.430 11.481
C -13.056 -22.054 11.584
C -11.832 -21.722 12.409
C -12.006 -22.152 13.855
N -11.552 -20.283 12.353
H -14.330 -23.076 9.768
H -15.235 -23.803 11.107
H -14.033 -24.779 10.211
H -12.983 -21.566 10.603
H -13.940 -21.617 12.091
H -10.993 -22.317 12.033
H -11.059 -22.202 14.397
H -12.331 -23.202 13.902
H -12.745 -21.545 14.380
H -12.308 -19.704 12.727
H -11.562 -19.992 11.366
C -17.683 -20.129 10.735
O -17.687 -21.506 10.894
C -17.031 -22.136 9.834
C -17.339 -23.611 9.871
C -16.738 -24.279 8.672
N -18.797 -23.914 9.880
H -16.759 -19.703 10.337
H -17.936 -19.654 11.683
H -18.457 -19.791 10.023
H -17.261 -21.723 8.837
H -15.939 -21.990 9.893
H -16.968 -24.028 10.813
H -15.730 -23.977 8.371
H -17.421 -24.228 7.825
H -16.612 -25.353 8.868
H -19.175 -23.515 10.749
H -19.233 -23.285 9.184
C -8.503 -16.611 5.087
O -9.450 -15.556 5.119
C -10.603 -15.766 4.336
C -11.556 -16.838 4.833
C -12.928 -16.874 4.152
N -11.809 -16.602 6.325
H -8.580 -17.193 4.161
H -8.545 -17.287 5.957
H -7.482 -16.211 5.136
H -11.125 -14.806 4.284
H -10.356 -16.043 3.292
H -11.088 -17.835 4.741
H -12.908 -16.929 3.058
H -13.555 -16.041 4.466
H -13.408 -17.813 4.458
H -10.860 -16.572 6.727
H -12.290 -17.395 6.744
C -14.977 -18.290 11.779
O -14.132 -18.095 12.910
C -14.894 -17.524 13.981
C -13.951 -16.872 14.984
C -12.924 -17.855 15.565
N -14.884 -16.423 16.094
H -15.032 -17.351 11.199
H -16.008 -18.446 12.086
H -14.533 -19.084 11.186
H -15.551 -16.780 13.531
H -15.430 -18.350 14.460
H -13.363 -16.100 14.485
H -12.149 -17.295 16.102
H -12.372 -18.410 14.792
H -13.273 -18.637 16.246
H -15.360 -17.285 16.375
H -14.327 -16.233 16.932
C -16.272 -16.558 5.291
O -17.562 -17.157 5.473
C -18.013 -17.785 4.315
C -17.110 -18.933 3.919
C -17.597 -19.508 2.602
N -17.074 -20.010 4.907
H -15.507 -17.341 5.282
H -16.169 -15.864 6.117
H -16.192 -16.033 4.333
H -18.978 -18.221 4.614
H -18.226 -17.126 3.464
H -16.105 -18.547 3.710
H -16.974 -20.336 2.274
H -17.730 -18.773 1.804
H -18.596 -19.970 2.698
H -16.691 -19.681 5.804
H -18.019 -20.328 5.129
C -12.166 -23.457 6.627
O -11.475 -22.389 7.106
C -10.094 -22.466 6.797
C -9.388 -21.383 7.560
C -9.755 -19.999 7.043
N -7.912 -21.569 7.386
H -11.869 -24.423 7.058
H -12.166 -23.520 5.532
H -13.226 -23.367 6.896
H -9.727 -23.456 7.112
H -9.853 -22.353 5.727
H -9.612 -21.519 8.629
H -9.395 -19.873 6.019
H -9.398 -19.227 7.722
H -10.847 -19.926 6.965
H -7.509 -22.306 7.969
H -7.480 -20.740 7.815
N -13.269 -20.067 8.249
C -14.272 -19.218 7.823
N -14.067 -17.856 8.107
O -15.242 -19.611 7.167
H -12.439 -19.620 8.626
H -13.399 -21.055 8.201
H -14.843 -17.247 7.890
H -13.413 -17.550 8.804
N -18.038 -16.941 8.249
C -17.051 -16.658 9.229
N -17.471 -16.500 10.584
O -15.846 -16.485 8.897
H -17.659 -17.072 7.316
H -18.985 -16.915 8.529
H -16.756 -16.419 11.280
H -18.391 -16.696 10.899
N -12.173 -12.952 6.839
C -13.459 -13.209 7.334
N -13.840 -14.564 7.483
O -14.157 -12.290 7.733
H -11.575 -13.691 6.540
H -11.952 -11.991 6.695
H -13.164 -15.283 7.146
H -14.707 -14.800 7.914
N -11.971 -16.957 11.055
C -11.020 -17.559 10.234
N -9.867 -16.811 9.960
O -11.152 -18.737 9.747
H -11.787 -16.061 11.463
H -12.835 -17.373 11.357
H -9.075 -17.355 9.679
H -9.731 -15.867 10.242
N -13.367 -21.142 5.090
C -13.863 -21.947 4.009
N -15.273 -22.114 3.913
O -13.067 -22.521 3.268
H -12.376 -21.135 5.224
H -13.969 -20.610 5.697
H -15.848 -21.438 4.447
H -15.717 -22.810 3.363
```

Atom charges from the Mulliken analysis, given in e for atoms 1 to 99: number 1, C, carries -0.267; number 2, O, carries -0.460; number 3, C, carries 0.684; number 4, C, carries 0.464; number 5, C, carries -1.491; number 6, N, carries -0.489; number 7, H, carries -0.442; number 8, H, carries 0.295; number 9, H, carries 0.297; number 10, H, carries -0.564; number 11, H, carries 0.087; number 12, H, carries 0.362; number 13, H, carries 0.377; number 14, H, carries 0.344; number 15, H, carries 0.257; number 16, H, carries 0.073; number 17, H, carries 0.144; number 18, C, carries -0.464; number 19, O, carries -0.439; number 20, C, carries 0.599; number 21, C, carries 0.250; number 22, C, carries -1.105; number 23, N, carries -0.804; number 24, H, carries -0.182; number 25, H, carries 0.447; number 26, H, carries 0.367; number 27, H, carries 0.154; number 28, H, carries -0.321; number 29, H, carries 0.483; number 30, H, carries 0.006; number 31, H, carries 0.409; number 32, H, carries 0.266; number 33, H, carries 0.312; number 34, H, carries 0.326; number 35, C, carries -0.548; number 36, O, carries -0.407; number 37, C, carries -1.148; number 38, C, carries 1.134; number 39, C, carries -1.475; number 40, N, carries 0.159; number 41, H, carries 0.339; number 42, H, carries 0.077; number 43, H, carries 0.314; number 44, H, carries 0.422; number 45, H, carries 0.422; number 46, H, carries 0.120; number 47, H, carries 0.521; number 48, H, carries 0.279; number 49, H, carries 0.017; number 50, H, carries 0.108; number 51, H, carries -0.421; number 52, C, carries -1.138; number 53, O, carries -0.058; number 54, C, carries -0.626; number 55, C, carries 0.527; number 56, C, carries -1.311; number 57, N, carries -0.747; number 58, H, carries 0.496; number 59, H, carries 0.558; number 60, H, carries 0.033; number 61, H, carries 0.247; number 62, H, carries 0.270; number 63, H, carries 0.268; number 64, H, carries 0.402; number 65, H, carries 0.276; number 66, H, carries 0.308; number 67, H, carries 0.289; number 68, H, carries 0.306; number 69, C, carries -0.599; number 70, O, carries -0.479; number 71, C, carries -1.010; number 72, C, carries 1.133; number 73, C, carries -1.806; number 74, N, carries -0.315; number 75, H, carries -0.157; number 76, H, carries 0.328; number 77, H, carries 0.491; number 78, H, carries 0.355; number 79, H, carries 0.348; number 80, H, carries -0.159; number 81, H, carries 0.384; number 82, H, carries 0.426; number 83, H, carries 0.387; number 84, H, carries 0.036; number 85, H, carries 0.297; number 86, C, carries -1.131; number 87, O, carries 0.157; number 88, C, carries -1.327; number 89, C, carries 0.960; number 90, C, carries -0.279; number 91, N, carries -0.825; number 92, H, carries 0.353; number 93, H, carries 0.445; number 94, H, carries 0.198; number 95, H, carries 0.308; number 96, H, carries 0.329; number 97, H, carries 0.126; number 98, H, carries 0.439; number 99, H, carries 0.203

---

[2]
Below is a molecular structure, C8H11N at a distorted geometry, with properties calculated with ωB97M-V with the def2-TZVPD basis set.

Its multiplicity is 1. For the HOMO energy, the calculation gives -7.43 eV. The energy above the lowest of the compared OMol25 structures with the same formula, charge and spin is 848.7 kJ/mol. The value obtained for the electronic energy is -365.8148 Eh. As for the gap between HOMO and LUMO: 8.04 eV.

Structure (XYZ):
```
20
C8H11N (ωB97M-V with the def2-TZVPD basis set)
C 2.514 -1.570 0.002
C 0.999 0.439 -0.621
C 0.662 1.769 -0.197
C 0.103 0.804 0.766
C -1.073 -0.049 0.464
C -2.169 0.740 -0.182
C -3.400 -0.175 -0.129
C -4.340 -1.018 -0.390
H 2.072 -1.341 1.050
H 3.541 -1.554 0.399
H 2.318 -2.490 -0.774
H 2.838 0.287 -0.093
H 0.210 0.111 -1.226
H 1.636 2.312 0.149
H -0.193 2.307 -0.653
H 0.894 0.442 1.576
H -1.112 -1.358 0.823
H -2.502 2.079 -0.375
H -5.224 -1.534 0.025
N 2.228 -0.202 -0.613
```

Electronic structure analysis, Mulliken charges in units of e: number 1, C, carries -0.751; number 2, C, carries -0.418; number 3, C, carries -0.443; number 4, C, carries -0.140; number 5, C, carries -0.220; number 6, C, carries -0.150; number 7, C, carries -0.279; number 8, C, carries -0.299; number 9, H, carries 0.250; number 10, H, carries 0.320; number 11, H, carries 0.248; number 12, H, carries 0.312; number 13, H, carries 0.571; number 14, H, carries 0.222; number 15, H, carries 0.188; number 16, H, carries 0.358; number 17, H, carries 0.234; number 18, H, carries 0.179; number 19, H, carries 0.282; number 20, N, carries -0.463

---

[3]
Below is a single C21H22N4O3S2 molecule at a distorted geometry, with properties calculated with ωB97M-V with the def2-TZVPD basis set.

Its multiplicity is 1. As for the SMILES: CCCCn1c(SCc2ncc(-c3ccccc3)o2)nc2cc(S(N)(=O)=O)ccc21. For the HOMO energy, the calculation gives -8.26 eV. The energy above the lowest of the compared OMol25 structures with the same formula, charge and spin is 8.8 kJ/mol. The value obtained for the electronic energy is -2054.5830 Eh. As for the gap between HOMO and LUMO: 8.56 eV.

Structure (XYZ):
```
52
C21H22N4O3S2 (ωB97M-V with the def2-TZVPD basis set)
C 0.591 2.479 -0.135
C -0.394 3.599 0.183
C -0.869 3.602 1.640
C -2.075 2.699 1.921
N -1.811 1.302 1.696
C -1.103 0.468 2.516
S -0.368 1.025 3.992
C 1.002 -0.198 4.086
C 1.824 -0.116 2.863
N 2.692 0.803 2.552
C 3.103 0.494 1.294
C 2.442 -0.633 0.870
C 2.397 -1.361 -0.381
C 3.104 -0.918 -1.499
C 3.004 -1.604 -2.694
C 2.196 -2.727 -2.793
C 1.491 -3.174 -1.685
C 1.597 -2.499 -0.484
O 1.639 -1.019 1.893
N -0.982 -0.749 2.063
C -1.603 -0.743 0.846
C -1.700 -1.739 -0.117
C -2.321 -1.400 -1.294
S -2.297 -2.567 -2.632
N -1.124 -1.843 -3.603
O -3.520 -2.528 -3.375
O -1.810 -3.836 -2.164
C -2.878 -0.150 -1.536
C -2.808 0.847 -0.584
C -2.142 0.549 0.597
H 0.969 2.589 -1.149
H 1.435 2.517 0.551
H 0.132 1.497 -0.061
H -1.254 3.534 -0.487
H 0.102 4.551 -0.015
H -0.042 3.311 2.291
H -1.168 4.614 1.919
H -2.914 2.985 1.283
H -2.373 2.822 2.968
H 0.556 -1.186 4.178
H 1.568 0.084 4.971
H 3.834 1.094 0.794
H 3.725 -0.039 -1.426
H 3.557 -1.260 -3.556
H 2.126 -3.258 -3.731
H 0.852 -4.041 -1.758
H 1.061 -2.842 0.387
H -1.307 -2.730 0.026
H -0.200 -2.187 -3.389
H -1.340 -1.954 -4.581
H -3.360 0.014 -2.486
H -3.235 1.822 -0.765
```

Electronic structure analysis, Mulliken charges in units of e: number 1, C, carries -0.608; number 2, C, carries -0.654; number 3, C, carries -0.319; number 4, C, carries -1.181; number 5, N, carries 0.220; number 6, C, carries 0.253; number 7, S, carries -0.186; number 8, C, carries -0.688; number 9, C, carries 0.397; number 10, N, carries -0.566; number 11, C, carries -0.450; number 12, C, carries 0.410; number 13, C, carries 0.629; number 14, C, carries -0.778; number 15, C, carries -0.587; number 16, C, carries -0.510; number 17, C, carries -0.562; number 18, C, carries -0.185; number 19, O, carries -0.350; number 20, N, carries -0.583; number 21, C, carries 0.872; number 22, C, carries -0.084; number 23, C, carries -0.134; number 24, S, carries 1.319; number 25, N, carries -0.500; number 26, O, carries -0.695; number 27, O, carries -0.629; number 28, C, carries -1.048; number 29, C, carries -1.377; number 30, C, carries 0.415; number 31, H, carries 0.428; number 32, H, carries 0.260; number 33, H, carries -0.111; number 34, H, carries 0.258; number 35, H, carries 0.424; number 36, H, carries 0.273; number 37, H, carries 0.389; number 38, H, carries 0.408; number 39, H, carries 0.411; number 40, H, carries 0.286; number 41, H, carries 0.465; number 42, H, carries 0.464; number 43, H, carries 0.352; number 44, H, carries 0.410; number 45, H, carries 0.506; number 46, H, carries 0.371; number 47, H, carries 0.517; number 48, H, carries 0.751; number 49, H, carries 0.221; number 50, H, carries 0.290; number 51, H, carries 0.421; number 52, H, carries 0.367

---

Repeat the second record exactly.
Below is a molecular structure, C8H11N at a distorted geometry, with properties calculated with ωB97M-V with the def2-TZVPD basis set.

Its multiplicity is 1. For the HOMO energy, the calculation gives -7.43 eV. The energy above the lowest of the compared OMol25 structures with the same formula, charge and spin is 848.7 kJ/mol. The value obtained for the electronic energy is -365.8148 Eh. As for the gap between HOMO and LUMO: 8.04 eV.

Structure (XYZ):
```
20
C8H11N (ωB97M-V with the def2-TZVPD basis set)
C 2.514 -1.570 0.002
C 0.999 0.439 -0.621
C 0.662 1.769 -0.197
C 0.103 0.804 0.766
C -1.073 -0.049 0.464
C -2.169 0.740 -0.182
C -3.400 -0.175 -0.129
C -4.340 -1.018 -0.390
H 2.072 -1.341 1.050
H 3.541 -1.554 0.399
H 2.318 -2.490 -0.774
H 2.838 0.287 -0.093
H 0.210 0.111 -1.226
H 1.636 2.312 0.149
H -0.193 2.307 -0.653
H 0.894 0.442 1.576
H -1.112 -1.358 0.823
H -2.502 2.079 -0.375
H -5.224 -1.534 0.025
N 2.228 -0.202 -0.613
```

Electronic structure analysis, Mulliken charges in units of e: number 1, C, carries -0.751; number 2, C, carries -0.418; number 3, C, carries -0.443; number 4, C, carries -0.140; number 5, C, carries -0.220; number 6, C, carries -0.150; number 7, C, carries -0.279; number 8, C, carries -0.299; number 9, H, carries 0.250; number 10, H, carries 0.320; number 11, H, carries 0.248; number 12, H, carries 0.312; number 13, H, carries 0.571; number 14, H, carries 0.222; number 15, H, carries 0.188; number 16, H, carries 0.358; number 17, H, carries 0.234; number 18, H, carries 0.179; number 19, H, carries 0.282; number 20, N, carries -0.463